(1)
DFT (the ωB97M-V functional and the def2-TZVPD basis) results for a cluster of 6 separate species, C27H46F4IN5O2Si in total in a non-equilibrium geometry.

XYZ file:
```
86
Properties=species:S:1:pos:R:3:forces:R:3
I 4.984321 0.348480 3.665630 0.446 -0.169 -1.243
Si 4.771251 -2.014981 -0.138719 -0.683 0.277 -0.281
F 8.136344 -5.009392 1.576424 -4.896 -0.169 1.371
F 1.595095 -2.959041 3.378878 0.340 1.158 -2.932
F 6.598837 -4.595868 3.390042 0.363 -1.557 -4.793
F 6.393470 -6.584107 2.083110 0.900 5.357 -0.627
O 5.769476 -4.441773 1.045552 2.631 -1.705 3.374
O 7.105288 0.231055 1.372125 -8.965 -0.518 1.808
N 6.070513 0.091484 -2.482155 -1.812 1.052 -10.019
N -9.185437 2.200964 1.349292 4.491 7.756 -5.134
N -0.089297 -3.314131 -1.337274 -8.749 -2.354 4.304
N 2.766601 1.983189 0.660481 4.509 7.758 -4.938
N -6.545573 -3.783369 2.183291 -4.442 5.959 -6.697
C 2.956156 -2.613683 -0.362646 -1.758 -0.300 -0.327
C -7.488174 -0.673185 0.638132 0.040 0.361 0.294
C 2.333723 -3.449010 0.904422 -0.576 -0.043 -0.370
C 5.555373 0.310878 -5.206232 0.059 0.086 1.091
C 5.836906 0.190965 -3.717272 1.865 -0.727 8.191
C -7.801645 -2.137853 0.326235 0.680 -0.453 0.732
C -8.583721 3.116333 0.724775 -4.228 -6.176 3.876
C -7.858370 4.219782 -0.028157 -0.307 -0.798 0.696
C 4.093668 4.002007 -0.716968 -0.299 -0.816 0.696
C -2.497621 -3.985797 -0.119514 0.785 0.397 -0.625
C 3.368318 2.898558 0.035965 -4.306 -6.167 3.960
C -7.115080 -3.037244 1.341304 3.689 -5.275 5.515
C -7.973798 -0.243586 2.018789 0.233 -0.072 0.280
C 6.687781 -5.105706 1.984156 0.377 -1.009 0.747
C 4.950034 4.814849 0.256029 0.150 0.175 0.382
C 4.131315 0.826504 -5.422990 -0.416 0.045 0.065
C 5.799187 -2.976949 1.173359 2.237 1.405 1.176
C -7.823953 5.703094 2.040955 -0.008 0.092 0.111
C 3.069619 -0.099997 -4.839041 -0.135 -0.031 0.001
C 1.636786 -2.409851 1.977972 -0.403 0.100 -0.197
C -7.002004 5.032624 0.944839 0.135 0.192 0.358
C -3.039194 -1.536468 0.316500 -0.004 0.097 0.056
C 5.770906 0.151428 1.608458 6.367 0.304 -3.427
C 4.128085 5.485319 1.352144 -0.011 0.088 0.106
C -3.505029 -2.849315 -0.304812 -0.208 0.390 -0.048
C -1.181269 -3.618635 -0.785134 7.433 1.760 -3.629
C 4.673645 -0.127269 0.387033 0.691 0.349 2.070
H 5.432919 -2.005978 -1.460483 0.051 -0.345 0.229
H 6.277306 1.001873 -5.654072 0.033 -0.160 0.241
H 2.295033 -1.637462 -0.543754 1.261 -2.070 0.237
H -3.801691 -0.762170 0.185057 0.089 -0.093 0.070
H -7.754264 0.815645 2.186272 -0.081 -0.488 0.008
H 3.606242 0.032708 0.841273 2.273 -0.078 -1.047
H 3.617932 4.749684 1.982141 0.031 0.058 -0.129
H -8.881976 -2.315721 0.359530 0.191 -0.097 0.115
H -2.883320 -4.906724 -0.569349 0.270 0.094 0.024
H 3.167013 -0.192436 -3.752634 0.047 -0.028 -0.126
H -9.055929 -0.387370 2.116456 0.200 0.111 0.007
H 3.138446 -1.101774 -5.278274 -0.034 0.124 0.093
H -8.594470 4.862836 -0.522624 -0.023 -0.212 0.126
H 4.776929 6.077271 2.005452 -0.112 -0.054 -0.116
H 2.796433 -3.304363 -1.322793 0.525 1.645 2.032
H 3.951499 0.940403 -6.497695 0.179 0.013 0.112
H 5.685757 -0.669156 -5.677818 0.039 0.079 0.227
H 6.937214 -2.654989 1.011460 -2.393 -0.435 0.368
H 5.700786 4.165467 0.722804 -0.099 0.044 -0.198
H 1.496668 -4.164765 0.446276 1.894 1.532 1.314
H -6.458898 5.802914 0.386283 -0.070 -0.189 -0.058
H -7.175110 6.295046 2.694262 -0.114 -0.050 -0.117
H -8.334106 4.967459 2.670952 0.026 0.065 -0.136
H -4.458968 -3.138858 0.149570 0.179 -0.137 -0.030
H -7.960340 -0.037013 -0.118598 0.030 -0.167 0.011
H -7.446454 -2.392428 -0.677883 -0.005 -0.185 0.213
H 2.186862 -1.350740 1.955767 -0.989 -2.453 0.533
H -2.120850 -1.170228 -0.153419 -0.062 -0.088 0.062
H 4.726527 3.553667 -1.490081 -0.197 -0.134 0.118
H -7.225511 3.771442 -0.801270 -0.225 -0.102 0.117
H 4.022466 1.819944 -4.970848 0.133 -0.114 -0.120
H -7.477799 -0.807373 2.815307 -0.037 -0.119 -0.150
H 3.199867 -4.099642 1.349281 -1.879 1.275 -0.424
H -2.322718 -4.175257 0.945086 0.137 0.040 -0.177
H -3.692553 -2.688919 -1.373601 0.051 -0.146 0.123
H -6.406581 -0.502292 0.573671 -0.120 -0.114 -0.097
H -6.251253 4.383242 1.411615 -0.097 0.052 -0.189
H -2.854179 -1.654364 1.390320 -0.034 0.043 -0.139
H 0.496109 -2.194673 1.701982 2.553 -0.642 0.531
H -8.578316 6.372486 1.611920 0.085 -0.086 0.088
H 5.493141 5.585139 -0.302527 -0.069 -0.192 -0.063
H 2.068539 0.293273 -5.042497 0.137 -0.099 0.006
H 3.357568 4.645061 -1.211435 -0.037 -0.209 0.130
H 5.514055 -2.573420 2.244762 0.447 -1.239 -1.901
H 3.373722 6.154711 0.923109 0.076 -0.076 0.084
H 4.923725 0.557546 -0.533931 -0.472 -1.395 2.025
```
Positions in Å, forces in eV/Å.

As for the HOMO-LUMO gap: 9.8 eV. Its LUMO energy is 0.282 eV. As for the SMILES: O=C(I)C[Si@H](CCCF)COC(F)(F)F.CCCC#N.CCCC#N.CCCC#N.CCCC#N.CCCC#N.

=====

(2)
DFT (the ωB97M-V functional and the def2-TZVPD basis) results for a structure of composition C27H46InN12 in a non-equilibrium geometry.

XYZ file:
```
86
Properties=species:S:1:pos:R:3:forces:R:3
In 0.928313 -2.616219 -1.286082 0.569 0.512 -0.127
N 8.069115 -5.630458 -7.763404 0.029 -0.006 -0.033
N -0.236190 0.999335 0.847865 -0.033 0.167 0.097
N -4.546392 4.995094 4.506687 0.021 -0.024 0.025
N -1.974816 4.743514 -4.161108 0.340 1.041 -2.835
N -2.321034 4.226248 -2.089045 -0.534 -0.503 2.795
N 1.283593 -7.999306 5.987680 -0.176 -0.289 0.267
N 3.629077 -5.411603 -4.146496 0.499 0.771 0.069
N -1.908817 9.251595 6.055389 0.032 0.023 0.023
N 3.018735 0.182385 -3.270673 0.069 0.433 -0.318
N -6.276617 3.047068 -1.997689 -0.102 0.004 0.032
N 4.170703 -5.511153 2.395308 0.201 -0.149 -0.005
N -3.768418 7.414807 1.667028 -0.003 0.203 0.144
C -4.215773 5.186412 -0.566071 0.089 -0.042 -0.134
C 5.406458 0.015142 -2.242090 -0.109 -0.021 0.011
C -0.882799 1.129852 -0.091687 -0.017 -0.088 -0.086
C 1.246677 -2.296512 0.936449 1.941 0.200 -0.249
C -2.723532 7.399603 2.141750 0.138 0.008 0.061
C 2.797180 -5.845432 4.587509 0.191 0.149 -0.290
C -1.899341 4.920705 -6.769655 0.005 -0.036 0.141
C 4.072850 0.126764 -2.825045 0.156 0.038 0.011
C 6.547899 -6.108688 -5.697080 0.044 0.054 -0.206
C 7.400452 -5.840478 -6.854571 -0.063 -0.057 0.135
C -1.392869 7.382552 2.745047 -0.072 -0.067 -0.015
C 2.236316 -5.496092 -2.056841 -0.725 0.077 -0.597
C 3.261842 -9.080571 7.299549 -0.059 0.049 -0.067
C -1.705065 1.300855 -1.284435 0.040 0.090 0.012
C -4.148694 7.968162 5.678287 0.085 0.185 0.116
C -5.594466 3.953324 -4.344876 -0.013 0.040 0.066
C -1.946335 4.831129 -5.309133 0.028 -0.125 -0.142
C -6.201294 3.934190 6.221335 0.064 0.025 -0.068
C 3.283256 -4.693051 -2.879836 0.020 -1.442 -0.495
C 0.871039 -4.795746 -1.820873 0.249 -0.076 0.903
C 2.151007 -8.478259 6.565751 -0.028 -0.174 0.188
C -5.272768 4.530804 5.263467 -0.112 -0.146 0.025
C 3.559278 -5.653836 3.354745 -0.045 0.054 0.183
C -2.900998 8.694928 5.904287 -0.143 -0.047 -0.065
C -3.151830 4.652784 -1.415146 -0.123 0.024 0.051
C -5.979005 3.450469 -3.029031 0.062 -0.027 -0.155
C 1.761680 -3.376721 1.617227 -0.898 1.000 -0.410
H 5.822747 -0.966861 -2.461293 -0.028 -0.012 0.024
H -5.140844 3.152242 -4.925632 0.035 0.005 0.031
H 0.999289 -1.349485 1.431794 -2.198 -0.865 0.241
H -2.885102 4.720008 -7.186604 0.015 0.000 -0.017
H 1.848667 -5.316355 4.521426 -0.003 -0.017 -0.013
H 0.166046 -4.954937 -2.649551 0.302 0.087 -0.039
H 7.034976 -5.756720 -4.789774 -0.034 0.028 0.002
H 2.254465 -1.798018 -2.107552 -0.088 -0.289 -0.084
H 6.368913 -7.179469 -5.612469 0.010 0.001 -0.009
H -1.891292 2.364761 -1.464063 0.152 -0.462 0.072
H 3.363395 -5.456207 5.433674 -0.007 0.030 -0.013
H -1.189580 0.874419 -2.143925 0.014 -0.077 0.050
H -1.192802 4.191335 -7.161769 -0.007 0.001 0.004
H -4.728248 6.001447 -1.077144 -0.015 0.019 0.077
H -4.934888 4.401280 -0.342582 0.016 -0.023 -0.045
H 2.926731 -3.712754 -3.191212 0.097 0.043 0.503
H -4.873353 4.762066 -4.232106 0.058 -0.058 0.016
H -3.799089 5.563668 0.363504 -0.034 -0.010 -0.093
H 4.180982 -6.230092 -3.922325 -0.433 -0.265 -0.074
H -1.475036 7.554330 3.816605 0.042 0.028 -0.005
H 1.129690 -3.955901 2.312429 0.999 0.706 1.247
H -4.871048 8.218622 6.454187 0.022 0.033 0.001
H -6.333032 4.599721 7.072720 0.000 -0.007 -0.001
H 2.894927 -9.532179 8.219246 0.002 0.005 -0.003
H -2.656200 0.786560 -1.151600 0.036 -0.058 0.003
H 5.347400 0.142284 -1.162363 -0.018 -0.036 -0.001
H 2.603113 -6.901036 4.745876 0.053 0.240 -0.207
H -0.777485 8.164819 2.305142 -0.016 0.011 0.010
H 2.026830 -6.400224 -2.659301 0.229 0.024 0.190
H 2.769929 -5.667556 -4.616857 0.109 -0.305 0.035
H -0.916874 6.418080 2.575230 -0.047 -0.012 -0.028
H 5.591598 -5.595754 -5.804944 0.004 0.028 0.122
H 6.059488 0.781279 -2.657567 0.010 -0.009 0.009
H -1.583359 5.918665 -7.067879 -0.001 -0.007 -0.011
H 2.793847 -3.642816 1.387540 -0.770 -1.582 -0.926
H 4.225154 -4.654470 -2.320749 -0.183 0.565 -0.051
H 3.734341 -9.847747 6.689058 0.001 0.007 0.000
H -5.808093 2.981554 6.570922 0.001 0.003 -0.009
H -6.473152 4.324152 -4.870365 -0.011 -0.017 0.015
H -7.165853 3.768547 5.745400 0.008 -0.002 -0.005
H 3.998416 -8.317665 7.545801 0.000 -0.004 -0.008
H -0.641176 -1.906851 -1.820314 0.090 -0.059 0.278
H -3.957602 6.899630 5.698146 0.009 0.004 -0.070
H 2.650261 -5.881041 -1.115813 0.011 0.403 -0.054
H -4.561125 8.234053 4.706188 0.024 -0.062 -0.024
H 0.415612 -5.302978 -0.953630 -0.077 0.137 -0.199
```
Positions in Å, forces in eV/Å.

The charge is -1. As for the HOMO-LUMO gap: 4.0 eV. Its LUMO energy is 1.625 eV.

=====

no.,HOMO level (eV),E_tot (Eh)
1,-9.490,-2466.96817
2,-2.349,-1903.26079